55
Properties=species:S:1:pos:R:3 method="wB97M-V/def2-TZVPD" charge=0 gap_ev=8.5 lumo_ev=-0.176 e_above_lowest_kcal_mol=0.0 homo_energy_ev=-8.716 smiles="CCCc1nn(C)c2c(=O)[nH]c(-c3cc(S(=O)(=O)NCCO)ccc3OCC)nc12" molar_mass_g_mol=435.51
S 4.28759 -0.75474 1.07805
O -3.61134 2.53080 1.60942
O 5.61990 -0.25584 1.22565
O 0.45747 3.69401 0.23323
O 0.77492 -1.56901 -1.74055
O 3.75043 -1.67506 2.03005
N -4.13810 -1.49224 0.01928
N -4.32967 -0.28782 0.54757
N 4.22190 -1.48460 -0.41019
N -1.47338 1.88255 1.17767
N -0.83034 -0.18870 0.26494
C 0.87451 4.09086 -2.15050
C -0.54236 0.98694 0.72126
C 2.99801 -2.11190 -0.84314
C -1.85860 -3.91408 0.34788
C -0.58136 -3.46662 1.04571
C 3.61771 1.90873 0.68464
C 2.13150 -1.23145 -1.77368
C -3.15753 0.35727 0.71449
C -2.15097 -0.51350 0.25479
C -2.84132 -1.67027 -0.17589
C -0.12558 3.70838 -1.06810
C 2.70370 2.92629 0.47088
C -5.64266 0.19050 0.87087
C -2.85105 1.67159 1.21133
C 1.80662 0.36500 1.00702
C 0.87519 1.36715 0.74952
C -2.30225 -2.93248 -0.74740
C 1.33633 2.66463 0.47567
C 3.15553 0.63278 0.94314
H -1.15157 2.79497 1.48463
H -0.29871 -4.17882 1.81742
H -6.27185 0.17300 -0.01976
H 3.03219 3.93600 0.27936
H -1.69034 -4.88899 -0.11303
H -2.66527 -4.02284 1.07591
H -0.56755 2.72958 -1.29735
H 4.77307 -1.02954 -1.11749
H -6.09597 -0.44933 1.62945
H -5.55519 1.20785 1.24768
H -1.45376 -2.70612 -1.39484
H 0.22975 -3.39883 0.32489
H 1.32362 5.05420 -1.92295
H 2.45213 -2.35129 0.07105
H 3.23583 -3.05486 -1.34519
H -0.71508 -2.49346 1.51131
H 4.68121 2.08475 0.65728
H -0.92260 4.45203 -1.00085
H -3.09553 -3.39365 -1.33702
H 0.35153 -1.22180 -0.93186
H 2.28321 -0.17325 -1.51445
H 2.45137 -1.37428 -2.81071
H 1.46838 -0.62506 1.26463
H 1.66232 3.34369 -2.22481
H 0.36403 4.15686 -3.10691

***

65
Properties=species:S:1:pos:R:3 method="wB97M-V/def2-TZVPD" charge=+3 gap_ev=4.9 lumo_ev=-11.269 e_above_lowest_kcal_mol=4.3 homo_energy_ev=-16.208 molar_mass_g_mol=726.48
Ta -0.23217 -0.38543 -0.15378
P -1.45148 1.77009 0.68734
O -1.32181 -1.92596 0.80276
O 0.59779 -0.28516 1.51764
O -2.28231 -0.51828 -0.49394
O 4.56985 0.45912 2.61377
N 2.69490 0.12440 0.72302
N 0.22343 -0.44595 -2.25451
N 1.90423 -0.02316 -0.39172
C 0.89515 -0.58115 -4.93632
C -3.21319 1.71136 2.82458
C -4.44923 -0.20440 3.63350
C -2.31265 -1.11254 0.66166
C -3.44860 3.13232 -2.59563
C -0.05180 2.50943 2.97358
C -2.73925 2.29763 -1.75120
C 2.44650 -0.02242 -1.55843
C 0.92845 3.23028 3.63496
C -2.54434 4.10631 -0.14970
C -3.88116 -1.00605 2.64957
C -3.26592 4.92880 -0.99959
C 1.88402 -0.31464 -3.98216
C -2.65359 0.94381 1.81047
C 2.34457 -0.12442 3.14770
C -3.71461 4.44395 -2.21981
C 1.45111 4.41180 1.59733
C -0.29428 2.75313 1.61856
C -0.41340 -0.77952 -4.53271
C 3.67554 0.12907 3.55092
C -4.12360 1.14119 3.71192
C 1.73215 -0.56755 5.44979
C -0.72185 -0.70646 -3.18513
C 1.51981 -0.25699 -2.66114
C 3.05922 -0.30972 5.82952
C 1.67590 4.17981 2.94912
C 1.96027 -0.06015 1.77493
C 1.38619 -0.47647 4.13015
C -2.27783 2.78280 -0.52453
C -3.02798 -0.42166 1.73276
C 4.01471 0.03090 4.90009
C 0.46854 3.70378 0.92701
H -1.73103 -0.86430 -2.82882
H 2.03059 5.15752 1.07034
H -2.19166 4.50189 0.79438
H 2.91548 -0.16342 -4.27145
H -4.27805 5.08870 -2.88099
H -5.14790 -0.63268 4.33918
H -3.47468 5.94904 -0.70818
H 1.10463 3.05498 4.68806
H -4.57195 1.75839 4.47913
H 1.15806 -0.63714 -5.98530
H 2.43221 4.75018 3.47206
H 3.51538 0.11576 -1.68686
H 5.44474 0.58085 3.00844
H 0.37383 -0.69946 3.82468
H -2.95409 2.75762 2.93083
H 0.28230 3.90920 -0.12059
H -0.62504 1.77105 3.51788
H -1.19798 -0.99654 -5.24408
H -4.12925 -2.05678 2.57805
H -3.80837 2.75843 -3.54452
H 5.03683 0.22018 5.20520
H 1.00125 -0.85250 6.19239
H 3.34534 -0.38646 6.87045
H -2.57533 1.26977 -2.04515

***

73
Properties=species:S:1:pos:R:3 method="wB97M-V/def2-TZVPD" charge=0 gap_ev="6.3 / 7.0" lumo_ev="-1.950 / -1.208" e_above_lowest_kcal_mol=0.0 homo_energy_ev="-8.212 / -8.213" multiplicity=2 s2=0.796 molar_mass_g_mol=908.75
V 0.98801 -1.02333 -0.81104
S -0.40179 2.67620 -0.79157
S -0.82830 5.16030 0.78551
S -1.11648 -0.32001 -1.04165
S 1.70595 -0.46589 1.89504
S 0.78564 -6.34243 2.58268
S 1.44825 -5.06944 -0.04478
S 0.65502 -2.85251 -2.04204
S 3.96607 -0.94017 0.56558
F 5.46253 1.17637 0.56836
F 1.99184 -0.36481 4.48753
F 0.03955 0.19193 3.73261
F 1.70543 1.56524 3.55269
F 5.11156 0.32605 -1.39625
F 3.55913 1.46818 -0.41805
O 1.68245 1.27029 -2.69098
O 1.08507 -1.76096 1.84486
O 5.11470 -1.74807 0.72504
O 2.92476 -1.44108 -0.38718
O 1.20177 -0.60422 -3.90784
O 1.16808 0.43411 0.85508
N 3.27896 -0.48758 1.90026
N -0.60613 -3.57591 0.19134
N -1.99252 1.40837 0.75018
N -1.97792 2.71608 1.16513
N -0.58197 -4.40505 1.26911
C -1.21180 1.25399 -0.26207
C 3.45552 1.65949 -4.24239
C -3.59858 2.34705 4.45867
C -2.38585 -5.37876 2.58623
C -4.31084 3.53546 4.55031
C -1.16398 3.57494 0.49918
C -2.76911 3.01546 2.31792
C -3.44204 -5.21697 3.46903
C -0.20139 0.78649 -5.24288
C 1.36702 3.02200 -4.30548
C -3.76578 -3.95808 3.95143
C 1.24355 0.48559 -4.87753
C 0.39542 -3.81441 -0.58607
C 4.55731 0.62333 -0.22800
C -1.96882 -2.99860 2.67521
C -1.65597 -4.26430 2.20537
C -3.48925 4.19841 2.38650
C -4.25726 4.45194 3.51329
C 0.45142 -5.28214 1.37590
C 1.94417 1.63741 -4.07925
C -2.82492 2.08109 3.34199
C 1.35147 0.29426 3.54433
C -3.03301 -2.85048 3.55002
C 2.01289 0.00456 -6.09325
B 1.33622 -0.04517 -2.67721
H 3.89378 0.68521 -4.02665
H -4.59448 -3.84076 4.63575
H -0.65474 -0.11489 -5.65308
H 1.57063 3.35895 -5.32294
H 1.83847 3.72252 -3.61779
H 1.44241 -0.77136 -6.60219
H 3.87504 2.38233 -3.54464
H -0.27037 1.57712 -5.98859
H -1.39048 -2.14989 2.34182
H 0.29381 3.05359 -4.13881
H -2.27687 1.15521 3.25251
H -3.64221 1.62168 5.25886
H 3.74118 1.95084 -5.25232
H -4.90976 3.74061 5.42676
H -0.77876 1.08385 -4.36681
H -2.12060 -6.35328 2.20445
H -3.44998 4.90483 1.57290
H -4.01559 -6.08111 3.77471
H -4.82022 5.37335 3.57291
H -3.28827 -1.86655 3.91898
H 2.17118 0.82309 -6.79734
H 2.97985 -0.40955 -5.81934

***

9
Properties=species:S:1:pos:R:3 method="wB97M-V/def2-TZVPD" charge=0 gap_ev=8.5 lumo_ev=0.055 e_above_lowest_kcal_mol=54.6 homo_energy_ev=-8.404 molar_mass_g_mol=101.13
S -2.20849 1.26740 0.00206
O -3.15738 -1.30962 -0.00538
N -2.12766 -0.65784 0.00323
C 0.06528 0.05635 -0.00064
C -0.49345 1.28894 -0.00573
C -0.87013 -0.99864 0.00197
H 1.12288 -0.12914 -0.02351
H -0.60963 -2.04247 0.02572
H 0.01714 2.23252 -0.00180

***

114
Properties=species:S:1:pos:R:3 method="wB97M-V/def2-TZVPD" charge=+2 gap_ev="8.4 / 6.2" lumo_ev="-4.809 / -7.184" homo_energy_ev="-13.190 / -13.362" multiplicity=4 s2=3.804 molar_mass_g_mol=1038.12
Re 0.39145 0.69766 -0.08080
As 2.11428 -1.20132 -0.96140
P 0.58087 0.56884 2.48811
O -2.16601 -2.55336 0.23607
O -0.30494 0.81780 -2.08369
N -2.03773 -0.65657 -2.69182
N 1.89269 2.09505 -0.77740
N -6.65290 7.74416 0.25067
N -1.15000 -0.64257 -0.61917
N 2.92565 3.17810 -2.40222
C -0.95103 2.12672 0.23691
C -5.83501 6.93877 0.24782
C 2.88994 -4.74181 -1.55087
C -2.51324 5.30927 0.55241
C 2.25756 0.13411 3.19188
C 3.13854 3.27447 1.12005
C 2.00682 2.26738 -2.08997
C -0.70031 1.99348 4.70144
C 2.48259 -2.84843 0.04422
C -4.20841 -1.36811 -1.80944
C -2.96784 -5.46384 -2.71700
C 4.78663 -3.66354 -0.54950
C -0.27331 2.05126 3.23280
C -4.15711 3.64359 -0.07941
C -3.49708 6.27763 0.55754
C 2.81671 2.98864 -0.20162
C 3.48560 0.30999 2.29405
C -1.58423 -4.48484 -4.41572
C -1.75825 -3.23446 -3.83302
C 4.75524 4.89922 0.31223
C -6.47141 -1.32036 -2.62796
C -2.18527 -5.60031 -3.85754
C 4.44809 4.63213 -1.00358
C 0.02531 -2.13918 2.22076
C -6.84841 -0.52421 -1.55733
C 3.73973 -5.58354 -2.25320
C 1.44486 -1.88719 -2.64367
C -1.16869 -0.11481 -1.87560
C 4.10468 4.22788 1.35890
C -4.81044 5.92989 0.24417
C -2.54175 -3.09497 -2.69430
C -5.13947 4.61301 -0.07500
C -0.33515 -1.28745 4.50401
C -1.82440 2.98474 0.23287
C -1.99935 -1.75906 -0.63660
C -0.41042 -0.90858 3.01945
C -2.74690 -1.75588 -2.00769
C 3.40594 -3.76902 -0.69805
C 5.63693 -4.50564 -1.25036
C 5.11461 -5.46359 -2.10809
C 2.52427 0.70735 4.58440
C -2.83690 3.98529 0.23548
C -5.90525 -0.14766 -0.61071
C -4.58918 -0.56398 -0.73816
C -3.14998 -4.21934 -2.13935
C -5.15617 -1.74465 -2.75360
C 0.40910 3.38474 2.94285
C 3.87512 -0.57546 -1.47351
C 3.47074 3.67021 -1.22791
H 3.14862 3.47185 -3.34050
H 3.77317 0.25937 -2.16487
H 0.12693 1.87754 5.39631
H -1.18350 2.94407 4.93356
H -0.98540 -4.57948 -5.31173
H 1.51685 -3.31953 0.22236
H -1.27833 -2.37796 -4.28951
H -6.19941 0.45824 0.23657
H 0.59335 3.53680 1.88282
H -4.40150 2.61904 -0.32914
H 4.93797 5.14575 -1.81920
H 4.40369 -1.38944 -1.96646
H -6.16230 4.36177 -0.31851
H 3.32783 -6.34292 -2.90426
H -1.01770 -2.12316 4.66503
H 4.36887 4.46844 2.38005
H -3.86715 -0.26888 0.01604
H 2.12175 -0.94496 3.29883
H 0.11462 -1.93654 1.15612
H 0.66281 -1.64422 4.76261
H -1.43704 1.21869 4.88438
H -3.44594 -6.33038 -2.28082
H 1.42180 1.75454 -2.83290
H -4.87400 -2.38053 -3.58332
H -3.76746 -4.11668 -1.25693
H 2.89502 -2.54330 1.00662
H 3.99817 1.25007 2.48040
H 3.46634 0.30131 4.95638
H 4.20086 -0.48529 2.51133
H 1.75020 0.45109 5.30175
H 3.24321 0.26621 1.23155
H -2.20018 -0.35901 -3.64099
H -2.05539 -6.57250 -4.31325
H 5.77691 -6.12494 -2.64967
H 2.19360 -2.54210 -3.08611
H 4.44162 -0.25088 -0.60326
H -1.19342 2.03192 2.64196
H -7.20358 -1.62128 -3.36479
H -1.44363 -0.65952 2.75253
H 2.62599 1.79330 4.55511
H 0.53277 -2.46023 -2.47414
H 2.64560 2.77615 1.93348
H -7.87708 -0.20646 -1.45426
H 0.97506 -2.52591 2.59412
H 1.23138 -1.06091 -3.32068
H -3.25910 7.30368 0.80058
H 5.20070 -2.93002 0.13420
H -0.60693 -0.50384 5.19650
H -0.71571 -2.92946 2.32491
H 6.70732 -4.42228 -1.11831
H 5.50756 5.63974 0.54450
H 1.34293 3.49488 3.49538
H 1.81579 -4.85534 -1.65198
H -0.25153 4.18666 3.27648
H -1.49048 5.56917 0.78928

***

67
Properties=species:S:1:pos:R:3 method="wB97M-V/def2-TZVPD" charge=+3 gap_ev=9.4 lumo_ev=-8.049 e_above_lowest_kcal_mol=0.0 homo_energy_ev=-17.474 molar_mass_g_mol=471.53
Sc 0.01826 -0.73352 -0.09748
S 1.51626 0.56388 2.75372
O -1.11254 -2.84852 -1.01468
O -0.57114 0.93428 -0.84958
O -2.03724 -1.06302 0.69422
O 0.12506 -2.35432 1.43532
O 2.12966 -1.67062 -0.13238
O 0.67876 0.32228 1.47502
O 0.63786 -1.15232 -2.27238
N 0.48606 2.94158 -1.05758
N -1.68344 2.82428 -0.23738
C 3.00766 1.37288 2.10472
C -2.53344 -2.93192 -0.80868
C 0.44116 4.40038 -1.09298
C 0.77846 2.04228 3.50692
C 2.43166 -2.49422 1.00542
C -0.43754 4.91118 0.03812
C 2.60266 -2.25152 -1.36128
C -0.64634 -3.21832 -2.31698
C 2.02736 -1.42252 -2.51028
C -0.27874 -1.93292 -3.06098
C -2.99174 -1.58252 -0.24678
C -1.80684 4.26698 -0.08218
C 1.20076 -3.29952 1.41792
C -0.59674 2.22118 -0.72448
C -2.91264 2.08858 -0.04068
C -2.06094 -1.64462 2.00892
C 1.61586 2.27698 -1.67458
C -1.04934 -2.79142 2.12692
H 2.53406 -0.45112 -2.57278
H -2.35954 4.67328 -0.93468
H -3.56324 2.21208 -0.90808
H -3.01244 -0.84352 -1.05758
H -2.69054 1.03438 0.09532
H 1.40866 2.05468 -2.72458
H -1.77014 -0.82482 2.67502
H 0.98126 -4.10762 0.70772
H -3.05874 -3.14832 -1.74288
H -0.52894 5.99478 -0.02578
H 2.26426 -3.29192 -1.42178
H -3.42714 2.47178 0.83832
H -1.39384 -3.79202 -2.87038
H -1.16824 -1.30092 -3.16858
H 0.14496 -2.14042 -4.04818
H -1.42884 -3.71212 1.67152
H 1.83356 1.33758 -1.14288
H 3.27486 -3.15632 0.78692
H -0.82034 -2.97922 3.18262
H 2.71326 2.17528 1.43652
H 2.16406 -1.95352 -3.45628
H 2.48496 2.92988 -1.63748
H 2.70176 -1.81772 1.82232
H 0.23286 -3.85552 -2.17608
H 3.69746 -2.22252 -1.37948
H 0.56266 2.77648 2.73822
H -2.39074 4.45738 0.82212
H -3.06364 -1.98892 2.27792
H -0.13184 1.76938 4.03572
H 1.48286 2.44738 4.22682
H -2.74464 -3.75302 -0.11328
H 3.58736 1.76308 2.93362
H 1.45906 4.78008 -0.99498
H -3.98584 -1.65112 0.20612
H 3.61886 0.65098 1.56732
H 1.36606 -3.72552 2.41242
H 0.00146 4.66978 1.00822
H 0.04546 4.74288 -2.05478